No. 1
Computed, not measured: C22H26CrN5O4 as an isolated structure at a distorted geometry, with the ωB97M-V functional and the def2-TZVPD basis.

Positions of all 58 atoms, in Å:
Cr  -0.20242  -0.13208  0.06793
C  2.21408  0.55392  3.69133
C  1.11638  0.46482  2.83533
N  1.23158  0.39002  1.51943
C  2.48068  0.41202  1.00223
C  3.65488  0.47452  1.78303
C  3.49138  0.54182  3.17563
C  4.91678  0.44652  1.12183
C  4.99918  0.45332  -0.23337
C  3.82678  0.46972  -1.04397
C  3.85378  0.54722  -2.44647
C  2.65108  0.53972  -3.12197
C  1.45828  0.40302  -2.41547
N  1.39178  0.30232  -1.09037
C  2.56678  0.38972  -0.41357
H  2.04728  0.62142  4.75363
H  0.11138  0.46702  3.23023
H  4.35528  0.59142  3.82043
H  5.80628  0.40732  1.72923
H  5.95588  0.43002  -0.73177
H  4.79388  0.62002  -2.97337
H  2.61588  0.61722  -4.19627
H  0.51988  0.35152  -2.95387
C  -2.50152  1.70402  2.54943
O  -1.29462  1.72052  1.79633
C  -1.19452  2.82762  0.92583
C  -1.99352  2.63692  -0.35787
O  -1.36422  1.64762  -1.16857
C  -1.93652  1.64822  -2.46997
H  -2.67452  2.68042  3.01033
H  -2.38942  0.95522  3.32953
H  -3.36422  1.43982  1.93373
H  -0.13062  2.91842  0.67763
H  -1.53272  3.73862  1.43423
H  -2.03452  3.58722  -0.90097
H  -3.01752  2.31522  -0.12457
H  -1.67212  2.57052  -2.99697
H  -3.02682  1.57302  -2.41617
H  -1.55162  0.79402  -3.02097
C  -1.10312  -2.88838  3.19613
O  -0.21252  -2.45168  2.13613
C  -0.60472  -1.53728  1.33793
O  -1.67502  -0.94538  1.31283
H  -0.51082  -2.94168  4.10693
H  -1.48882  -3.87288  2.94053
H  -1.92722  -2.18318  3.30283
N  -4.32952  -2.52898  -2.54397
C  -3.01272  -2.41888  -2.37147
C  -2.42042  -1.49138  -1.47247
N  -1.10372  -1.38538  -1.36427
C  -0.34292  -2.18768  -2.12347
C  -0.93052  -3.09968  -2.99457
N  -2.23112  -3.21468  -3.10947
H  -5.00342  -2.02068  -1.99817
H  -4.64972  -3.23588  -3.18827
H  -3.03022  -0.86308  -0.83627
H  0.72768  -2.10548  -2.02837
H  -0.32892  -3.74798  -3.61317

Properties
Gap between HOMO and LUMO (spin up / spin down)   7.70 / 7.47 eV
2S+1   4
Total charge   +2
HOMO energy (spin up / spin down)   -14.206 / -14.192 eV
⟨S²⟩   3.86
Energy above the lowest of the compared OMol25 structures with the same formula, charge and spin   26.2 kcal/mol

Here are the Mulliken charges for atoms 1 to 6, given in e: 0.463, -1.122, 0.038, 0.479, -0.375, 0.891



No. 2
Computed, not measured: a single C22H26FN3O4S molecule, with the ωB97M-V functional and the def2-TZVPD basis.

Positions of all 57 atoms, in Å:
O  -0.12980  -2.03169  0.97216
C  -0.42104  -1.20568  0.12743
N  -1.41231  -1.36553  -0.76301
C  -1.81350  -0.42762  -1.78202
H  -1.13628  0.42642  -1.80511
C  -3.25235  0.02809  -1.52117
N  -4.11514  -1.13791  -1.50407
C  -3.72329  -2.03313  -0.43102
C  -2.29291  -2.51069  -0.67981
H  -1.94616  -3.14700  0.13529
H  -2.24930  -3.06077  -1.62525
H  -4.39452  -2.89395  -0.42983
H  -3.77191  -1.54378  0.55665
C  -5.53774  -0.81822  -1.51572
C  -6.02148  -0.07529  -0.29375
C  -6.46859  -0.76871  0.82466
C  -6.85202  -0.09191  1.96890
C  -6.79261  1.29044  2.01068
C  -6.35671  1.99170  0.89970
C  -5.97428  1.31280  -0.24366
H  -5.64351  1.86754  -1.11051
H  -6.31461  3.07085  0.92306
H  -7.08954  1.81943  2.90410
H  -7.19821  -0.64516  2.82968
H  -6.52485  -1.84784  0.79647
H  -5.72395  -0.22228  -2.41373
H  -6.07614  -1.76502  -1.61423
H  -3.57078  0.68875  -2.33026
H  -3.28862  0.58653  -0.57124
H  -1.77519  -0.93727  -2.75178
C  0.37970  0.07011  0.03224
C  1.69804  0.03497  -0.40205
C  2.46855  1.17983  -0.35937
C  1.96681  2.37543  0.11730
C  0.65673  2.43068  0.56345
C  -0.11093  1.27959  0.51816
F  -1.38373  1.34050  0.95356
H  0.22668  3.34182  0.94811
H  2.61052  3.24027  0.13648
S  4.16560  1.06511  -0.92510
O  4.17750  0.57189  -2.26931
O  4.83066  2.30674  -0.64595
N  4.70565  -0.17024  0.07088
C  5.82537  -0.94037  -0.43641
H  5.59073  -1.22605  -1.46115
C  5.99919  -2.16316  0.46593
H  6.87759  -2.73895  0.17173
O  6.21251  -1.77381  1.80324
C  5.13725  -1.00774  2.28996
H  5.39250  -0.73972  3.31612
C  4.92088  0.24776  1.43990
H  4.03522  0.79031  1.77388
H  5.79522  0.90977  1.51060
H  4.21419  -1.60620  2.28169
H  5.10116  -2.79438  0.39907
H  6.74761  -0.34193  -0.42675
H  2.13081  -0.88015  -0.77200

Properties
Gap between HOMO and LUMO   9.42 eV
SMILES string   O=C(c1cc(S(=O)(=O)N2CCOCC2)ccc1F)N1CCN(Cc2ccccc2)CC1
Total charge   0
HOMO energy   -8.854 eV
Energy above the lowest of the compared OMol25 structures with the same formula, charge and spin   42.4 kcal/mol

Here are the Mulliken charges for atoms 1 to 6, given in e: -0.685, 0.257, 0.173, -1.104, 0.422, -0.467



No. 3
Computed, not measured: a single C22H26FN3O6S molecule, with the ωB97M-V functional and the def2-TZVPD basis.

Positions of all 59 atoms, in Å:
C  4.50736  -3.46228  -2.35475
H  5.05637  -4.39469  -2.47600
O  3.47719  -3.74700  -1.43722
C  2.62453  -2.75498  -1.07846
C  2.67667  -1.45414  -1.56889
C  1.75510  -0.51255  -1.13869
C  0.79626  -0.87063  -0.21785
C  0.72968  -2.16313  0.27450
C  1.63221  -3.12070  -0.14654
C  1.58478  -4.52808  0.35634
H  0.74514  -4.66811  1.03046
H  2.50908  -4.76850  0.87901
H  1.49785  -5.22071  -0.47906
H  -0.03948  -2.41763  0.98697
S  -0.39683  0.33326  0.33552
O  -0.31278  1.47272  -0.53134
O  -0.26804  0.53403  1.74952
N  -1.84479  -0.41393  0.09949
C  -2.38048  -0.53934  -1.23604
C  -2.74971  -2.00098  -1.48727
C  -3.63671  -2.47401  -0.33515
H  -4.59178  -1.93376  -0.35009
O  -2.98945  -2.30180  0.91647
C  -2.59456  -0.98413  1.18275
C  -3.76602  -0.04399  1.58461
N  -3.22751  1.23908  1.93938
C  -2.92213  2.15274  0.99660
O  -3.36331  2.16376  -0.13817
C  -1.95694  3.20850  1.53374
O  -1.77513  3.35666  2.72954
N  -1.37596  3.91382  0.55567
H  -1.51117  3.55759  -0.38261
C  -0.20624  4.73469  0.79552
C  1.04057  3.90427  0.62534
C  1.75729  3.90727  -0.56266
C  2.85518  3.09385  -0.76704
C  3.24369  2.23116  0.24284
C  2.54331  2.20298  1.43663
C  1.45472  3.03449  1.62580
H  0.89870  2.99845  2.54906
H  2.83901  1.52466  2.22169
H  4.09235  1.57988  0.09366
H  3.38055  3.13815  -1.70883
F  1.38268  4.74187  -1.56086
H  -0.27875  5.10057  1.82285
H  -0.21673  5.57334  0.09582
H  -2.69302  1.32393  2.79644
H  -4.30787  -0.47837  2.42610
H  -4.44244  0.10847  0.74141
H  -1.91051  -1.04045  2.03835
H  -3.83574  -3.54562  -0.39988
H  -1.84168  -2.60670  -1.51201
H  -3.27692  -2.10509  -2.43444
H  -3.25227  0.11628  -1.35015
H  -1.60368  -0.19042  -1.91674
H  1.77034  0.49957  -1.50807
H  3.42655  -1.16286  -2.28639
H  5.18372  -2.69182  -1.97268
H  4.10774  -3.14964  -3.32421

Properties
Gap between HOMO and LUMO   9.32 eV
SMILES string   COc1ccc(S(=O)(=O)N2CCCO[C@@H]2CNC(=O)C(=O)NCc2ccccc2F)cc1C
Total charge   0
HOMO energy   -8.829 eV
Energy above the lowest of the compared OMol25 structures with the same formula, charge and spin   0.0 kcal/mol

Here are the Mulliken charges for atoms 1 to 6, given in e: -0.928, 0.257, -0.496, 1.087, -1.024, -1.050



No. 4
Computed, not measured: a 4-piece molecular cluster, C22H26N2O3P overall at a distorted geometry, with the ωB97M-V functional and the def2-TZVPD basis.

Positions of all 54 atoms, in Å:
O  -3.98029  1.83954  -2.16337
P  -5.37969  1.39854  -2.79829
O  -5.41989  -0.33880  -2.90852
O  -6.69162  2.11399  -1.90492
C  -5.44650  2.13542  -4.59994
C  -4.31008  3.36275  -4.58256
C  -4.50027  4.68120  -3.58811
N  -3.20675  5.44338  -3.92254
C  -2.38844  4.67400  -4.97080
N  -3.03358  3.37201  -5.39870
H  -4.55228  -0.57324  -3.39436
H  -6.39887  2.40163  -0.98545
H  -5.07666  1.31089  -5.34763
H  -6.52849  2.51959  -4.82683
H  -5.36001  4.94513  -2.83901
H  -2.96157  6.36756  -3.46067
H  -1.34841  5.04396  -5.38226
H  -2.74248  2.62573  -6.07004
C  -0.28270  -1.79995  -1.82361
C  0.95644  -1.17107  -1.94118
C  1.02368  0.18552  -2.25730
C  -0.14974  0.91619  -2.44631
C  -1.38896  0.28810  -2.32503
C  -1.45597  -1.07066  -2.01805
H  -0.33463  -2.85800  -1.58059
H  1.87060  -1.73893  -1.78711
H  1.98948  0.67370  -2.35544
H  -0.09764  1.97452  -2.68785
H  -2.30334  0.85803  -2.47075
H  -2.42145  -1.56089  -1.92908
C  1.71907  -3.80220  3.48017
C  0.34914  -4.06283  3.46834
C  -0.48707  -3.36366  2.59845
C  0.04871  -2.40989  1.73255
C  1.41921  -2.15197  1.74179
C  2.25411  -2.84457  2.61826
H  2.36997  -4.34488  4.16066
H  -0.06729  -4.81095  4.13826
H  -1.55538  -3.56219  2.59420
H  -0.60211  -1.86840  1.05112
H  1.83680  -1.40983  1.06578
H  3.32097  -2.63944  2.62905
C  6.77806  -1.59206  6.16426
C  5.40813  -1.85269  6.15243
C  4.57192  -1.15351  5.28254
C  5.10769  -0.19974  4.41664
C  6.47820  0.05818  4.42587
C  7.31310  -0.63442  5.30234
H  7.42896  -2.13473  6.84475
H  4.99170  -2.60080  6.82235
H  3.50361  -1.35204  5.27829
H  4.45687  0.34175  3.73521
H  6.89579  0.80032  3.74987
H  8.37996  -0.42929  5.31313

Properties
Gap between HOMO and LUMO   5.84 eV
Total charge   +1
HOMO energy   -10.344 eV

Here are the Mulliken charges for atoms 1 to 6, given in e: -0.661, 0.967, -0.512, -0.527, -0.617, 0.258



No. 5
Computed, not measured: a single C22H26N2O4 molecule, with the ωB97M-V functional and the def2-TZVPD basis.

Positions of all 54 atoms, in Å:
C  7.94396  1.56815  0.16779
H  7.40648  2.51051  0.24671
H  8.01994  1.13485  1.16265
H  8.94712  1.76948  -0.20158
C  7.20567  0.61316  -0.77241
C  5.82070  0.33424  -0.26241
C  5.57852  -0.72016  0.60853
C  4.31285  -0.95593  1.10321
C  3.24083  -0.13473  0.75119
C  3.48110  0.92389  -0.12074
C  4.75235  1.14724  -0.61341
H  4.91349  1.97126  -1.29395
H  2.67999  1.57458  -0.43313
N  2.00683  -0.36745  1.35098
H  1.94730  -1.28723  1.77039
C  0.75596  0.05985  0.76094
C  0.42804  -0.81856  -0.45404
O  0.97914  -0.82178  -1.52312
N  -0.56432  -1.69197  -0.07095
C  -1.09850  -1.42524  1.17549
O  -1.95355  -2.08146  1.70508
C  -0.40896  -0.18994  1.71521
H  -0.08531  -0.33796  2.74497
H  -1.13235  0.62729  1.70630
C  -1.14262  -2.67780  -0.96104
H  -1.74576  -3.33974  -0.33604
H  -0.33416  -3.23814  -1.43597
C  -2.02014  -1.99378  -2.02457
C  -2.91971  -0.99481  -1.35273
C  -4.07996  -1.38622  -0.71491
C  -4.82708  -0.47314  0.01509
C  -4.42020  0.84488  0.12719
C  -3.24482  1.25865  -0.53741
C  -2.51666  0.33647  -1.26539
H  -1.61346  0.63643  -1.77463
O  -2.90584  2.57190  -0.38003
C  -1.80886  3.06721  -1.10414
H  -1.94540  2.93936  -2.18287
H  -1.75868  4.12951  -0.87042
H  -0.87022  2.58794  -0.80306
O  -5.06421  1.81167  0.83890
C  -6.22864  1.45516  1.54057
H  -6.55890  2.36423  2.04079
H  -7.01743  1.10842  0.86444
H  -6.02684  0.68210  2.28950
H  -5.72489  -0.81061  0.50647
H  -4.40825  -2.41264  -0.77050
H  -2.59871  -2.76012  -2.54076
H  -1.37369  -1.49337  -2.74638
H  0.85279  1.10832  0.47189
H  4.14336  -1.78636  1.77555
H  6.39040  -1.37313  0.89635
H  7.76674  -0.32059  -0.84904
H  7.15028  1.05984  -1.76730

Properties
Gap between HOMO and LUMO   8.49 eV
SMILES string   CCc1ccc(N[C@@H]2CC(=O)N(CCc3ccc(OC)c(OC)c3)C2=O)cc1
Total charge   0
HOMO energy   -7.777 eV
Energy above the lowest of the compared OMol25 structures with the same formula, charge and spin   44.8 kcal/mol

Here are the Mulliken charges for atoms 1 to 6, given in e: -1.074, 0.323, 0.325, 0.356, -1.034, 0.611



No. 6
Computed, not measured: a single C22H26N2O6S molecule at a distorted geometry, with the ωB97M-V functional and the def2-TZVPD basis.

Positions of all 57 atoms, in Å:
O  4.80357  2.12291  0.10380
C  3.67345  1.99153  0.51470
N  3.31631  1.21029  1.54653
H  2.33787  1.14503  1.78368
C  4.22168  0.28424  2.18430
H  4.34435  0.55907  3.23819
H  5.18115  0.39272  1.67511
C  3.71209  -1.15817  2.07500
C  3.45484  -1.54912  0.63905
C  4.45059  -1.73162  -0.21681
C  4.26878  -2.10999  -1.65269
C  2.86813  -2.65616  -1.91129
C  1.83851  -1.72929  -1.27657
C  2.01406  -1.72079  0.23919
H  1.64602  -2.66541  0.65594
H  1.40481  -0.92457  0.67857
H  1.98167  -0.72093  -1.66931
H  0.82442  -2.04850  -1.52696
H  2.77674  -3.65154  -1.47123
H  2.69145  -2.74245  -2.98467
H  4.44177  -1.22260  -2.27079
H  5.02305  -2.84907  -1.93424
H  5.47290  -1.59202  0.10772
H  2.79205  -1.26140  2.65493
H  4.46448  -1.81430  2.51654
C  2.50323  2.78190  -0.09114
H  2.47133  3.77538  0.36599
H  2.66592  2.88395  -1.16828
O  1.25572  2.14414  0.15807
C  0.60516  1.62087  -0.89446
O  0.96087  1.74821  -2.03734
C  -0.59732  0.85218  -0.47760
C  -1.06050  0.86072  0.83592
C  -2.17659  0.11601  1.17204
C  -2.81210  -0.62947  0.19851
C  -2.36142  -0.65546  -1.10712
C  -1.25213  0.09502  -1.44832
H  -0.87244  0.11098  -2.45845
H  -2.88936  -1.25188  -1.83300
S  -4.25495  -1.59309  0.63192
O  -3.97198  -2.97932  0.40911
O  -4.72042  -1.18480  1.92722
N  -5.34004  -1.13962  -0.56460
H  -5.91083  -1.92802  -0.83096
C  -6.09912  0.06767  -0.27752
C  -5.15901  1.21734  -0.14946
C  -4.81840  1.98426  0.92528
C  -3.84789  2.90563  0.46129
C  -3.67205  2.62786  -0.85785
O  -4.46195  1.61089  -1.23746
H  -3.04070  3.06363  -1.60635
H  -3.35793  3.66716  1.03184
H  -5.20641  1.89490  1.91831
H  -6.65985  -0.02417  0.66069
H  -6.79014  0.23504  -1.10851
H  -2.57605  0.10607  2.17363
H  -0.55742  1.45809  1.57994

Properties
Gap between HOMO and LUMO   8.53 eV
SMILES string   O=C(COC(=O)c1ccc(S(=O)(=O)NCc2ccco2)cc1)NCCC1=CCCCC1
Total charge   0
HOMO energy   -8.867 eV
Energy above the lowest of the compared OMol25 structures with the same formula, charge and spin   36.7 kcal/mol

Here are the Mulliken charges for atoms 1 to 6, given in e: -0.672, 0.649, -0.087, 0.217, -0.823, 0.364